The following is a quantum chemistry calculation of one molecule with the formula C22H23N3O4, from OMol25.

Output
Molecular weight ... 393.44 g/mol
Lowest unoccupied orbital energy ... -0.400 eV
SMILES ... O=C1C(=O)N(CCN2CCOCC2)[C@@H](c2ccccn2)/C1=C(/O)c1ccccc1
Spin multiplicity ... 1
ΔE to the lowest compared entry with this formula, charge and spin ... 3.027 eV

Geometry (Å):
O (-2.566, 0.624, -3.182)
C (-1.791, 0.113, -2.378)
C (-1.155, 0.779, -1.271)
C (-1.270, 2.132, -1.104)
O (-2.040, 2.848, -1.910)
H (-2.455, 2.237, -2.581)
C (-0.515, 2.899, -0.104)
C (0.069, 4.105, -0.487)
C (0.826, 4.829, 0.414)
C (0.990, 4.368, 1.710)
C (0.384, 3.187, 2.105)
C (-0.362, 2.450, 1.205)
H (-0.846, 1.542, 1.523)
H (0.496, 2.835, 3.120)
H (1.582, 4.934, 2.414)
H (1.287, 5.755, 0.106)
H (-0.066, 4.457, -1.499)
C (-0.249, -0.190, -0.563)
N (-0.392, -1.393, -1.359)
C (-1.281, -1.317, -2.378)
O (-1.574, -2.221, -3.130)
C (0.256, -2.616, -0.972)
H (0.242, -3.275, -1.844)
H (1.291, -2.394, -0.700)
C (-0.473, -3.316, 0.187)
N (-0.486, -2.487, 1.379)
C (0.744, -2.518, 2.158)
C (0.852, -3.772, 3.036)
O (-0.274, -3.912, 3.877)
C (-1.468, -3.958, 3.123)
C (-1.619, -2.695, 2.266)
H (-1.671, -1.828, 2.932)
H (-2.538, -2.743, 1.679)
H (-1.472, -4.852, 2.479)
H (-2.280, -4.037, 3.847)
H (0.956, -4.670, 2.406)
H (1.717, -3.706, 3.698)
H (0.743, -1.632, 2.799)
H (1.603, -2.454, 1.491)
H (-1.507, -3.485, -0.124)
H (0.000, -4.297, 0.340)
C (1.180, 0.306, -0.537)
N (1.735, 0.439, 0.658)
C (2.967, 0.910, 0.732)
C (3.714, 1.267, -0.379)
C (3.139, 1.110, -1.631)
C (1.848, 0.620, -1.716)
H (1.361, 0.482, -2.669)
H (3.687, 1.367, -2.526)
H (4.715, 1.653, -0.270)
H (3.369, 1.002, 1.733)
H (-0.550, -0.414, 0.467)

Cartesian forces, eV/Å:
0.093 -0.285 -0.048
-0.190 0.857 0.251
-0.272 0.043 -0.196
-0.069 -0.529 -0.110
-0.009 0.051 -0.068
0.155 -0.052 0.176
-0.072 0.294 0.114
-0.030 -0.078 -0.044
0.044 0.068 -0.066
-0.026 -0.044 0.059
0.024 0.061 0.095
-0.179 0.112 -0.209
-0.012 -0.149 0.028
0.010 -0.044 0.095
0.042 0.047 0.066
0.039 0.070 -0.029
-0.019 0.043 -0.086
0.066 0.497 0.346
-0.057 0.208 0.110
0.080 -0.624 -0.306
-0.171 0.097 -0.062
-0.167 -0.454 0.101
0.117 0.065 0.077
-0.010 -0.036 -0.061
0.223 0.099 -0.239
-0.126 -0.090 0.034
0.030 -0.223 0.251
0.164 0.180 -0.245
-0.005 0.062 0.101
-0.236 0.209 -0.158
0.021 -0.273 0.232
-0.102 -0.038 0.027
-0.027 0.031 0.016
-0.021 0.030 0.059
-0.023 -0.042 -0.094
0.017 0.041 0.074
0.024 -0.029 -0.100
0.132 -0.010 -0.013
0.075 0.067 0.025
0.039 -0.069 -0.005
-0.082 -0.035 -0.025
0.117 -0.145 -0.186
-0.330 -0.305 0.226
0.431 0.166 -0.061
-0.053 -0.025 0.037
-0.115 -0.045 0.008
0.140 -0.003 0.137
-0.060 -0.001 -0.109
0.042 0.021 -0.065
0.090 0.031 0.039
0.134 0.062 0.058
0.114 0.117 -0.258

Formally, the Mulliken partial charges of the atoms, in units of the elementary charge, are as follows:
1. O -0.80
2. C 0.67
3. C -0.29
4. C 0.38
5. O -0.62
6. H 0.44
7. C 0.33
8. C -0.60
9. C -0.63
10. C -0.44
11. C -0.68
12. C -0.22
13. H 0.44
14. H 0.42
15. H 0.41
16. H 0.41
17. H 0.47
18. C 1.32
19. N 0.37
20. C 0.27
21. O -0.67
22. C -1.14
23. H 0.58
24. H 0.23
25. C -0.93
26. N 0.77
27. C -0.78
28. C -0.74
29. O -0.41
30. C -0.57
31. C -0.87
32. H 0.28
33. H 0.47
34. H 0.32
35. H 0.38
36. H 0.32
37. H 0.39
38. H 0.38
39. H 0.36
40. H 0.55
41. H 0.28
42. C 0.08
43. N -0.01
44. C -0.64
45. C -0.52
46. C -0.70
47. C -0.82
48. H 0.50
49. H 0.44
50. H 0.46
51. H 0.47
52. H -0.11

The following is a quantum chemistry calculation of a 2-piece molecular cluster, C19H15BF6O overall, from OMol25.

Output
Molecular weight ... 384.13 g/mol
Lowest unoccupied orbital energy ... -0.241 eV
SMILES ... FB(F)[C@H](c1ccccc1)c1ccc(C(F)(F)F)cc1.Cc1ccc(F)o1
Spin multiplicity ... 1
ΔE to the lowest compared entry with this formula, charge and spin ... 0.000 eV

Geometry (Å):
C (4.937, 0.502, 2.658)
C (3.723, 1.213, 2.363)
C (3.183, 2.449, 2.615)
C (1.893, 2.460, 2.023)
C (1.661, 1.113, 1.711)
B (1.338, 0.726, -1.589)
F (1.507, 2.041, -1.238)
F (2.401, -0.013, -1.188)
F (0.764, 0.502, 0.978)
O (2.803, 0.468, 1.669)
H (5.444, 1.134, 3.388)
H (4.741, -0.503, 3.078)
H (5.554, 0.422, 1.746)
H (3.607, 3.243, 3.208)
H (1.127, 3.243, 1.979)
F (-2.319, -5.109, 1.585)
C (-1.810, -5.113, 0.308)
F (-0.748, -5.971, 0.335)
F (-2.759, -5.677, -0.506)
C (-1.453, -3.732, -0.184)
C (-0.185, -3.507, -0.692)
C (0.170, -2.249, -1.157)
C (-0.681, -1.153, -0.947)
C (-0.170, 0.230, -1.341)
C (-1.191, 1.330, -1.307)
C (-1.342, 2.174, -2.431)
C (-2.364, 3.118, -2.488)
C (-3.224, 3.259, -1.395)
C (-3.031, 2.504, -0.242)
C (-2.007, 1.549, -0.193)
C (-2.033, -1.447, -0.610)
C (-2.418, -2.724, -0.208)
H (0.556, -4.302, -0.715)
H (1.155, -2.115, -1.604)
H (0.016, 0.099, -2.462)
H (-0.602, 2.124, -3.243)
H (-2.476, 3.757, -3.373)
H (-4.079, 3.923, -1.455)
H (-3.658, 2.633, 0.651)
H (-1.797, 1.004, 0.735)
H (-2.802, -0.663, -0.575)
H (-3.433, -2.942, 0.114)

Cartesian forces, eV/Å:
1.315 -0.152 0.316
-1.635 0.901 -0.540
0.626 -0.634 -0.196
-2.274 -1.615 0.518
0.963 3.147 -1.596
-0.373 0.627 6.884
0.182 -0.739 -2.091
-0.472 0.023 -2.035
-1.004 0.009 0.530
0.804 -1.160 1.462
0.452 -0.377 0.022
0.167 0.517 -0.191
-0.049 -0.165 0.453
0.212 -0.028 -0.183
0.556 -0.390 0.179
0.266 0.054 -1.181
-0.228 -0.586 0.281
-0.818 0.690 -0.110
0.599 0.257 0.781
-0.034 -0.464 0.095
0.210 0.009 -0.167
-0.011 0.255 0.767
0.093 -0.512 -0.929
0.287 -0.193 -2.757
-0.070 0.845 -0.410
-0.033 -0.011 0.372
0.227 -0.022 0.186
-0.275 -0.181 -0.057
0.300 -0.251 0.198
0.284 0.248 0.063
0.201 0.550 0.482
0.711 -0.012 -0.076
-0.270 0.059 -0.078
-0.179 0.075 0.284
-1.104 -0.368 -0.712
-0.501 -0.166 0.207
0.014 -0.319 0.411
0.196 0.115 0.027
0.200 0.052 -0.548
-0.274 0.131 -0.445
0.605 -0.378 -0.106
0.134 0.159 -0.108

Formally, the Mulliken partial charges of the atoms, in units of the elementary charge, are as follows:
1. C -1.11
2. C 0.43
3. C -0.78
4. C -0.28
5. C 0.21
6. B 0.91
7. F -0.28
8. F -0.29
9. F -0.04
10. O -0.25
11. H 0.32
12. H 0.29
13. H 0.25
14. H 0.42
15. H 0.47
16. F -0.26
17. C 0.80
18. F -0.28
19. F -0.25
20. C 0.34
21. C -0.69
22. C -1.00
23. C 0.82
24. C -0.46
25. C 1.05
26. C -0.50
27. C -0.72
28. C -0.43
29. C -0.81
30. C -0.42
31. C -0.15
32. C -1.28
33. H 0.42
34. H 0.35
35. H 0.32
36. H 0.28
37. H 0.38
38. H 0.38
39. H 0.37
40. H 0.56
41. H 0.53
42. H 0.39

Q: What is the molecular weight in the second record?
A: 384.13 g/mol